Entry 1:
Formula: C5H13NO
Source: the OMol25 dataset
Level of theory: ωB97M-V with the def2-TZVPD basis set

Calculated values
relative energy (zero: lowest compared OMol25 entry of this formula, charge and spin): 145.28 kJ/mol
SMILES: CN[C@@H](C)[C@H](C)O
molecular weight: 103.2 g mol⁻¹
frontier orbital gap: 9.346 eV
LUMO energy: 0.034 Eh

The geometry in ORCA input format:
```
! wB97M-V def2-TZVPD RIJCOSX def2/J DEFGRID3
* xyz 0 1
C -1.62910 -1.58318 0.87481
N -0.70216 -0.48773 0.78232
C -0.10273 -0.21659 -0.49619
C -1.02085 0.64528 -1.36635
C 1.35352 0.47899 -0.33503
C 1.93643 0.31348 1.05162
O 1.19312 1.88123 -0.50640
H -1.10947 -2.54736 0.76614
H -2.47208 -1.61515 0.17172
H -1.95856 -1.67410 1.89772
H -1.04973 0.32664 1.26236
H 0.05705 -1.14405 -1.01591
H -1.07774 1.67836 -1.01558
H -0.67108 0.67864 -2.39895
H -2.01789 0.23152 -1.28827
H 1.90923 0.04357 -1.16463
H 2.35915 1.24564 1.39471
H 2.75027 -0.41379 1.01222
H 1.21612 -0.08772 1.75445
H 1.03649 2.24634 -1.38077
*
```


Entry 2:
Formula: C5H14NS2
Source: the OMol25 dataset
Level of theory: ωB97M-V with the def2-TZVPD basis set

Calculated values
relative energy (zero: lowest compared OMol25 entry of this formula, charge and spin): 110.65 kJ/mol
molecular weight: 152.3 g mol⁻¹
frontier orbital gap: 8.632 eV
LUMO energy: -0.119 Eh

The geometry in ORCA input format:
```
! wB97M-V def2-TZVPD RIJCOSX def2/J DEFGRID3
* xyz 1 1
C -2.64155 -1.69073 -0.24710
S -2.25489 0.00651 -0.82594
S -2.42070 1.03328 0.96623
C -1.17527 2.29448 0.68021
H -1.97739 -1.96483 0.56688
H -3.68436 -1.68648 0.05484
H -2.52349 -2.36915 -1.09274
H -1.31559 2.80533 -0.27138
H -1.25706 3.05890 1.44961
H -0.16162 1.90233 0.73135
C 2.62920 0.68900 -0.39876
C 1.66237 -0.35882 0.03500
C 1.40025 -0.75324 1.26746
N 0.80459 -0.89273 -1.05220
H 3.15527 1.09126 0.45879
H 3.37457 0.29511 -1.09158
H 2.10832 1.48539 -0.93547
H 0.64905 -1.51457 1.45089
H 1.93762 -0.36455 2.11476
H 1.24265 -0.76652 -1.96203
H -0.15636 -0.42104 -1.00928
H 0.60438 -1.87893 -0.88956
*
```


Entry 3:
Formula: C2H3NO2S
Source: the OMol25 dataset
Level of theory: ωB97M-V with the def2-TZVPD basis set

Calculated values
relative energy (zero: lowest compared OMol25 entry of this formula, charge and spin): 158.73 kJ/mol
SMILES: O=CO/C=N\S
molecular weight: 105.1 g mol⁻¹
frontier orbital gap: 9.773 eV
LUMO energy: 0.022 Eh

The geometry in ORCA input format:
```
! wB97M-V def2-TZVPD RIJCOSX def2/J DEFGRID3
* xyz 0 1
O 2.80445 0.26432 0.07728
C 2.01695 -0.62366 -0.02307
O 0.65412 -0.44200 -0.06558
C 0.15247 0.80337 -0.06482
N -1.08322 1.00733 0.03431
S -2.16817 -0.32195 0.00859
H 2.19396 -1.72319 -0.04944
H 0.85509 1.59260 -0.09986
H -1.46082 -1.42638 0.20544
*
```